Entry 1:
{
  "formula": "C31H46N8O2S2SeV",
  "method": "ωB97M-V/def2-TZVPD",
  "homo_lumo_gap_ev": [6.71, 7.69],
  "spin_multiplicity": 4,
  "s2": 3.760,
  "e_above_lowest_kj_mol": 38.4,
  "symbols": ["V", "N", "C", "S", "N", "N", "C", "C", "C", "C", "C", "C", "C", "O", "H", "H", "H", "H", "H", "H", "H", "C", "C", "C", "N", "N", "C", "N", "S", "H", "H", "H", "H", "H", "H", "H", "C", "C", "O", "C", "C", "H", "H", "H", "H", "H", "H", "H", "H", "H", "H", "C", "C", "C", "C", "N", "C", "Se", "N", "C", "C", "C", "C", "C", "C", "C", "C", "C", "C", "H", "H", "H", "H", "H", "H", "H", "H", "H", "H", "H", "H", "H", "H", "H", "H", "H", "H", "H", "H", "H", "H"],
  "xyz": [[1.224, 1.926, 0.107], [-1.943, 0.835, 2.880], [-0.942, 1.508, 2.235], [-1.240, 2.000, 0.589], [0.147, 1.714, 2.923], [1.136, 2.325, 2.158], [1.889, 3.162, 2.770], [2.924, 3.943, 2.117], [3.947, 4.478, 2.911], [4.944, 5.269, 2.381], [4.892, 5.576, 1.017], [3.882, 5.094, 0.217], [2.866, 4.246, 0.723], [1.941, 3.798, -0.064], [-2.868, 0.904, 2.489], [-1.871, 0.796, 3.884], [1.726, 3.302, 3.840], [3.942, 4.257, 3.974], [5.731, 5.664, 3.008], [5.654, 6.214, 0.583], [3.827, 5.346, -0.835], [6.864, 3.677, -1.844], [6.200, 2.329, -2.119], [5.284, 1.903, -1.019], [4.012, 1.790, -1.139], [3.389, 1.380, 0.017], [4.224, 1.172, 0.998], [3.860, 0.672, 2.210], [5.862, 1.518, 0.582], [7.528, 3.946, -2.665], [7.455, 3.649, -0.927], [6.114, 4.458, -1.731], [6.961, 1.560, -2.273], [5.594, 2.374, -3.024], [2.873, 0.776, 2.416], [4.457, 0.910, 2.985], [0.640, -1.429, 1.378], [1.364, -1.337, 0.059], [0.924, -0.160, -0.628], [1.304, -0.151, -2.006], [0.937, 1.202, -2.577], [0.942, -2.339, 1.898], [-0.439, -1.456, 1.218], [0.855, -0.575, 2.024], [1.123, -2.195, -0.572], [2.452, -1.283, 0.193], [0.772, -0.962, -2.512], [2.382, -0.325, -2.088], [-0.122, 1.416, -2.429], [1.146, 1.227, -3.646], [1.552, 2.014, -2.157], [-3.162, -1.609, -4.857], [-4.169, -1.329, -3.748], [-3.878, -0.037, -2.988], [-2.676, -0.122, -2.052], [-2.932, -0.988, -0.909], [-2.412, -2.224, -0.703], [-1.316, -3.177, -1.825], [-2.886, -2.662, 0.495], [-2.589, -3.953, 1.090], [-3.622, -5.004, 0.707], [-3.342, -6.361, 1.346], [-2.043, -7.000, 0.864], [-3.739, -1.716, 1.039], [-4.472, -1.701, 2.215], [-5.229, -0.568, 2.470], [-5.242, 0.514, 1.584], [-4.501, 0.497, 0.411], [-3.759, -0.645, 0.150], [-3.410, -2.529, -5.388], [-2.156, -1.732, -4.455], [-3.150, -0.793, -5.584], [-4.185, -2.170, -3.047], [-5.173, -1.265, -4.176], [-4.756, 0.260, -2.407], [-3.690, 0.773, -3.699], [-2.414, 0.857, -1.649], [-1.802, -0.530, -2.559], [-2.549, -3.815, 2.173], [-1.596, -4.236, 0.744], [-3.623, -5.097, -0.382], [-4.614, -4.649, 1.003], [-4.177, -7.028, 1.123], [-3.321, -6.254, 2.436], [-2.029, -7.072, -0.225], [-1.928, -8.006, 1.270], [-1.168, -6.424, 1.165], [-4.458, -2.535, 2.903], [-5.821, -0.518, 3.375], [-5.835, 1.387, 1.822], [-4.487, 1.346, -0.257]],
  "forces_ev_per_angstrom": [[-0.117, -0.009, -0.057], [-0.004, -0.015, -0.011], [-0.010, 0.021, 0.019], [0.087, 0.029, 0.020], [-0.011, 0.003, 0.000], [0.014, -0.014, -0.011], [0.004, 0.012, 0.002], [-0.001, -0.003, 0.002], [0.004, 0.003, 0.000], [0.000, -0.002, 0.006], [0.003, -0.006, -0.007], [0.009, 0.000, -0.009], [-0.018, 0.018, -0.003], [0.017, 0.011, 0.028], [-0.010, 0.001, -0.005], [-0.001, 0.002, -0.001], [0.000, -0.003, 0.002], [0.000, 0.000, 0.002], [0.001, -0.001, 0.000], [-0.002, 0.000, 0.002], [0.005, -0.001, -0.002], [0.011, -0.014, -0.002], [-0.005, 0.029, 0.012], [-0.023, 0.062, 0.014], [0.022, -0.129, -0.032], [0.030, 0.048, -0.033], [-0.012, 0.054, 0.042], [-0.004, -0.001, -0.011], [0.008, -0.056, -0.010], [0.000, 0.006, 0.004], [0.008, 0.000, -0.002], [-0.016, 0.015, 0.007], [-0.015, -0.005, 0.003], [-0.001, 0.005, 0.002], [0.007, 0.002, 0.001], [0.006, -0.012, 0.000], [0.005, -0.013, 0.010], [-0.019, -0.005, -0.025], [-0.006, -0.010, 0.031], [0.004, 0.005, 0.000], [0.015, 0.000, 0.019], [-0.001, 0.001, 0.003], [0.003, -0.005, -0.001], [0.004, -0.005, -0.002], [0.020, -0.030, 0.021], [0.001, 0.017, -0.005], [0.002, -0.001, -0.004], [-0.001, 0.003, 0.001], [0.014, -0.001, -0.001], [-0.002, 0.005, -0.002], [0.006, 0.003, -0.005], [0.000, 0.001, -0.001], [-0.003, 0.000, 0.001], [-0.001, -0.004, -0.002], [-0.011, -0.007, -0.007], [0.002, 0.006, -0.018], [-0.011, -0.007, 0.007], [-0.002, 0.001, 0.006], [0.008, 0.011, -0.002], [0.003, 0.001, -0.002], [-0.004, 0.000, 0.000], [0.000, 0.000, 0.000], [0.000, 0.000, 0.000], [-0.006, 0.002, -0.010], [-0.001, -0.002, 0.010], [0.003, -0.003, 0.003], [0.010, 0.005, -0.005], [-0.007, -0.003, 0.006], [-0.001, 0.004, 0.008], [0.001, 0.000, -0.001], [0.000, 0.000, 0.001], [-0.001, 0.002, -0.001], [0.001, 0.000, 0.000], [0.000, 0.001, -0.002], [0.002, 0.000, 0.001], [0.000, 0.003, -0.002], [-0.014, -0.014, -0.004], [-0.003, -0.004, 0.001], [0.001, 0.000, -0.001], [0.000, 0.001, 0.000], [0.001, 0.000, 0.000], [0.000, 0.000, 0.000], [0.000, -0.001, 0.000], [0.000, 0.000, 0.000], [0.000, 0.000, 0.000], [0.000, 0.000, -0.001], [0.000, -0.001, 0.000], [-0.001, -0.001, 0.000], [0.000, 0.000, 0.001], [0.000, 0.000, -0.001], [0.002, -0.004, 0.007]]
}



Entry 2:
{
  "formula": "C39H36N2O2P",
  "method": "ωB97M-V/def2-TZVPD",
  "homo_lumo_gap_ev": 6.10,
  "total_charge": 1,
  "symbols": ["C", "C", "C", "C", "P", "C", "C", "C", "C", "C", "C", "C", "C", "C", "C", "C", "C", "C", "C", "H", "H", "H", "H", "H", "H", "H", "H", "H", "H", "H", "H", "H", "H", "H", "C", "O", "C", "C", "C", "C", "C", "C", "N", "C", "C", "C", "C", "C", "C", "N", "C", "C", "C", "C", "C", "O", "C", "C", "C", "H", "H", "H", "H", "H", "H", "H", "H", "H", "H", "H", "H", "H", "H", "H", "H", "H", "H", "H", "H", "H"],
  "xyz": [[3.533, 2.069, 4.008], [3.745, 1.303, 2.855], [2.664, 0.756, 2.171], [1.347, 0.985, 2.614], [0.024, 0.090, 1.697], [0.160, -1.544, 2.533], [-0.705, -2.554, 2.058], [-0.816, -3.758, 2.749], [-0.051, -3.988, 3.899], [0.865, -3.023, 4.325], [0.981, -1.807, 3.642], [-1.437, 0.737, 2.605], [-1.933, 1.971, 2.135], [-2.938, 2.632, 2.840], [-3.472, 2.069, 4.005], [-3.022, 0.819, 4.440], [-2.014, 0.146, 3.742], [1.136, 1.794, 3.744], [2.229, 2.320, 4.441], [4.382, 2.473, 4.563], [4.758, 1.125, 2.497], [2.835, 0.124, 1.300], [-1.306, -2.372, 1.167], [-1.506, -4.523, 2.394], [-0.160, -4.921, 4.457], [1.498, -3.207, 5.195], [1.698, -1.064, 3.998], [-1.504, 2.412, 1.234], [-3.306, 3.592, 2.480], [-4.241, 2.600, 4.570], [-3.456, 0.356, 5.328], [-1.673, -0.827, 4.103], [0.125, 2.001, 4.103], [2.051, 2.933, 5.326], [-5.577, -3.883, -1.575], [-4.672, -2.758, -1.457], [-3.363, -2.950, -1.764], [-2.510, -1.821, -1.608], [-1.171, -1.981, -1.866], [-0.679, -3.215, -2.363], [-1.495, -4.326, -2.542], [-2.847, -4.201, -2.217], [0.674, -3.045, -2.662], [1.551, -4.049, -3.238], [1.055, -1.766, -2.375], [-0.043, -1.051, -1.840], [-0.066, 0.264, -1.341], [1.025, 1.153, -1.575], [2.340, 0.845, -1.201], [3.169, 1.868, -1.545], [4.596, 1.889, -1.289], [2.444, 2.868, -2.180], [1.083, 2.464, -2.249], [0.212, 3.204, -3.040], [0.718, 4.362, -3.702], [-0.013, 5.162, -4.521], [-1.397, 4.882, -4.792], [2.077, 4.762, -3.560], [2.950, 4.003, -2.802], [-6.540, -3.479, -1.265], [-5.629, -4.244, -2.612], [-5.272, -4.703, -0.911], [-2.903, -0.860, -1.283], [-1.090, -5.253, -2.941], [-3.520, -5.050, -2.347], [0.991, -4.979, -3.355], [1.917, -3.717, -4.219], [2.425, -4.226, -2.597], [2.075, -1.437, -2.545], [-0.981, 0.616, -0.862], [2.710, -0.066, -0.735], [5.014, 2.800, -1.722], [4.801, 1.866, -0.209], [5.072, 1.011, -1.746], [-0.832, 2.899, -3.139], [-1.711, 5.735, -5.396], [-1.505, 3.951, -5.365], [-1.984, 4.831, -3.866], [2.410, 5.647, -4.094], [4.000, 4.260, -2.709]],
  "forces_ev_per_angstrom": [[-0.163, -0.028, -0.152], [-0.010, 0.060, 0.190], [-0.269, 0.284, 0.334], [0.369, 0.177, -0.081], [0.002, -0.172, 1.201], [0.041, -0.523, -0.180], [0.393, 0.173, 0.453], [0.099, -0.023, 0.124], [0.055, 0.188, -0.134], [-0.056, -0.003, -0.193], [-0.283, -0.123, -0.097], [-0.409, 0.315, -0.212], [-0.059, -0.438, 0.475], [-0.048, -0.022, 0.090], [0.159, -0.126, -0.147], [0.054, 0.040, -0.208], [0.006, 0.322, -0.122], [0.249, -0.163, -0.163], [0.029, -0.061, -0.188], [-0.269, -0.103, -0.207], [-0.197, 0.001, 0.145], [-0.016, 0.134, 0.288], [0.039, -0.047, 0.163], [0.138, 0.160, 0.085], [0.049, 0.283, -0.228], [-0.235, 0.030, -0.243], [-0.308, -0.198, -0.119], [-0.106, -0.016, 0.214], [0.081, -0.208, 0.111], [0.224, -0.182, -0.223], [0.123, 0.172, -0.235], [-0.047, 0.329, -0.139], [0.319, -0.108, -0.161], [0.085, -0.196, -0.247], [0.376, 0.427, 0.028], [0.165, -0.527, -0.192], [0.419, 0.007, -0.023], [-0.904, -0.766, 0.202], [0.555, -0.630, -0.323], [-0.590, 0.333, 0.209], [-0.061, 0.254, 0.062], [-0.049, 0.669, 0.098], [0.888, 1.865, 0.420], [0.364, -0.162, -0.215], [-0.601, -1.400, -0.300], [-0.311, 0.445, 0.704], [0.137, -0.929, -0.947], [1.008, 0.531, 0.138], [-0.305, 0.656, -0.900], [-0.254, -0.665, 0.457], [0.180, -0.155, 0.192], [-0.331, -0.653, -0.006], [1.030, -0.436, 0.653], [-0.251, 1.336, -0.714], [-0.295, -0.909, 0.524], [-0.250, -0.165, 0.124], [0.628, 0.060, 0.163], [-0.390, -0.466, 0.143], [-0.376, 0.256, -0.213], [0.103, -0.188, -0.071], [0.002, 0.156, 0.242], [-0.080, 0.236, -0.114], [-0.156, -0.284, -0.001], [-0.240, 0.105, 0.121], [0.331, 0.313, 0.055], [0.213, 0.177, 0.009], [-0.222, -0.119, 0.216], [-0.368, 0.020, -0.061], [-0.269, -0.117, -0.062], [0.008, 0.095, -0.662], [-0.106, 0.456, -0.015], [0.038, -0.299, 0.166], [-0.091, 0.144, -0.284], [-0.059, 0.291, 0.018], [0.336, 0.194, -0.091], [-0.142, -0.244, 0.106], [0.030, 0.150, 0.135], [0.117, 0.031, -0.165], [-0.084, -0.128, 0.112], [-0.181, 0.108, -0.133]]
}



Entry 3:
{
  "formula": "C3HF6N",
  "method": "ωB97M-V/def2-TZVPD",
  "homo_lumo_gap_ev": 8.47,
  "e_above_lowest_kj_mol": 903.2,
  "symbols": ["C", "C", "C", "N", "F", "F", "F", "F", "F", "F", "H"],
  "xyz": [[-0.046, 0.314, -1.624], [1.016, 0.683, 0.481], [-1.340, 0.064, -0.903], [1.254, -0.226, 1.271], [0.546, -0.908, -1.783], [1.075, 1.912, 0.741], [-1.530, -0.997, -0.092], [-1.824, 1.043, -0.132], [1.086, -1.537, 1.095], [1.901, -0.168, 2.674], [-2.138, -0.183, -1.729]],
  "forces_ev_per_angstrom": [[1.386, -1.014, 0.875], [-1.765, -0.684, -2.485], [-3.245, -1.489, -1.240], [1.602, -1.513, 3.552], [-1.011, 1.172, -0.112], [0.721, 1.399, 0.850], [1.158, -1.598, 0.510], [0.497, 1.761, -0.306], [0.162, 0.896, -0.264], [-1.033, 0.112, -1.989], [1.527, 0.958, 0.610]]
}



Entry 4:
{
  "formula": "C21H47BrFN5O4",
  "method": "ωB97M-V/def2-TZVPD",
  "homo_lumo_gap_ev": 9.15,
  "smiles": "CCOCC[C@](CNC)(NCCCN)[C@H](C[C@H](C)Br)OCF.CN(C)C=O.CN(C)C=O",
  "symbols": ["C", "C", "O", "C", "C", "C", "C", "N", "C", "N", "C", "C", "C", "N", "C", "C", "C", "C", "Br", "O", "C", "F", "H", "H", "H", "H", "H", "H", "H", "H", "H", "H", "H", "H", "H", "H", "H", "H", "H", "H", "H", "H", "H", "H", "H", "H", "H", "H", "H", "H", "H", "H", "H", "H", "H", "C", "O", "N", "C", "C", "H", "H", "H", "H", "H", "H", "H", "C", "O", "N", "C", "C", "H", "H", "H", "H", "H", "H", "H"],
  "xyz": [[-1.359, 4.164, -3.119], [0.065, 3.644, -2.676], [0.321, 2.265, -2.968], [-0.580, 1.404, -2.234], [0.203, 0.217, -1.558], [0.233, 0.270, 0.035], [0.637, 1.689, 0.608], [-0.512, 2.625, 0.762], [0.100, 3.961, 1.104], [1.305, -0.709, 0.444], [2.666, -0.173, 0.274], [3.756, -1.326, 0.103], [5.195, -0.806, 0.566], [5.920, -1.762, 1.423], [-1.115, -0.267, 0.662], [-1.015, -1.704, 1.311], [-0.466, -1.665, 2.808], [0.111, -3.085, 3.208], [-1.951, -1.081, 4.017], [-2.191, -0.348, -0.317], [-3.345, 0.294, 0.209], [-4.453, -0.010, -0.609], [-2.142, 3.369, -3.196], [-1.661, 5.003, -2.431], [-1.256, 4.626, -4.144], [0.829, 4.238, -3.251], [0.291, 3.807, -1.590], [-1.249, 0.937, -3.021], [-1.270, 1.961, -1.549], [1.228, 0.197, -2.012], [-0.272, -0.772, -1.834], [1.103, 1.578, 1.638], [1.369, 2.207, -0.075], [-1.070, 2.414, 1.589], [-0.417, 4.393, 2.012], [-0.020, 4.713, 0.286], [1.172, 3.806, 1.419], [1.193, -1.483, -0.218], [2.989, 0.395, 1.193], [2.812, 0.519, -0.600], [3.818, -1.657, -0.974], [3.490, -2.186, 0.766], [5.864, -0.552, -0.302], [5.077, 0.142, 1.170], [5.361, -2.090, 2.205], [6.342, -2.522, 0.900], [-1.525, 0.403, 1.478], [-0.502, -2.469, 0.680], [-2.085, -2.060, 1.413], [0.316, -0.865, 2.891], [-0.697, -3.643, 3.756], [0.422, -3.686, 2.317], [0.980, -2.987, 3.909], [-3.594, -0.049, 1.252], [-3.170, 1.403, 0.160], [-5.312, 3.946, 0.932], [-4.173, 3.525, 1.007], [-6.201, 3.624, -0.039], [-7.544, 4.166, -0.063], [-5.791, 2.706, -1.089], [-5.722, 4.648, 1.677], [-8.263, 3.346, -0.012], [-7.691, 4.722, -0.992], [-7.707, 4.836, 0.782], [-5.499, 1.757, -0.639], [-4.929, 3.125, -1.614], [-6.606, 2.544, -1.793], [3.010, -5.605, 0.436], [2.810, -4.553, 1.015], [3.913, -5.796, -0.562], [4.089, -7.085, -1.200], [4.725, -4.676, -1.003], [2.451, -6.520, 0.690], [5.122, -7.416, -1.063], [3.878, -6.990, -2.268], [3.417, -7.827, -0.769], [5.306, -4.302, -0.158], [4.071, -3.878, -1.358], [5.396, -4.983, -1.804]],
  "forces_ev_per_angstrom": [[0.618, 0.594, -0.313], [0.352, 0.448, -0.230], [-0.650, 0.448, 0.820], [-0.735, -1.333, -1.211], [-0.884, 0.419, 0.300], [0.864, -0.157, -0.495], [-0.626, -0.229, 0.356], [1.043, 1.058, 0.217], [-0.494, 0.115, 0.921], [0.178, 0.718, -0.574], [1.717, -0.494, 0.102], [0.057, 0.910, 0.238], [-0.355, 0.024, 0.112], [0.222, 0.563, -0.318], [-0.733, -0.672, 0.615], [-1.148, 0.404, 1.034], [1.064, -0.619, -1.540], [-0.600, 0.354, 0.704], [0.618, -0.187, -0.372], [-0.393, 0.426, 0.412], [0.117, 0.508, -0.239], [1.307, -0.119, 0.636], [0.707, 0.699, 0.393], [0.015, -0.985, -0.597], [-0.198, -0.557, 0.960], [-0.629, -0.687, 0.552], [-0.571, -0.008, -0.837], [0.527, 0.454, 0.850], [1.007, -0.407, -0.331], [-0.729, 0.199, 0.711], [0.349, 1.082, 0.259], [-0.101, -0.201, -1.170], [-0.696, -0.746, 0.654], [0.184, -0.429, -0.406], [0.419, -0.401, -1.008], [0.374, -0.721, 0.550], [-0.888, 0.508, -0.515], [0.246, 0.101, 0.420], [-0.601, -0.491, -0.863], [-0.373, -0.400, 0.614], [-0.272, 0.182, 1.082], [0.105, 0.590, -0.711], [-0.726, -0.246, 0.762], [0.043, -0.893, -0.686], [0.109, -0.119, -0.400], [-0.352, 0.073, 0.261], [0.972, -0.545, -0.690], [-0.155, 0.817, 0.581], [1.061, 0.334, -0.316], [-0.823, -0.834, 0.037], [0.808, 0.371, -0.583], [-0.180, 0.728, 0.711], [-0.775, -0.058, -0.663], [0.227, 0.159, -0.948], [-0.474, -0.867, 0.185], [-0.296, -0.058, -0.231], [0.026, -0.102, -0.099], [0.153, 0.326, 0.453], [0.173, -0.177, -0.163], [0.246, -0.007, 0.229], [-0.071, 0.026, -0.011], [-0.121, 0.136, -0.014], [-0.170, 0.023, 0.067], [0.077, -0.051, -0.025], [-0.080, 0.134, -0.263], [-0.022, -0.129, -0.072], [-0.005, 0.085, 0.102], [0.209, -0.056, -0.242], [0.142, -0.042, -0.186], [-0.435, -0.122, 0.423], [0.123, 0.260, -0.033], [-0.205, 0.071, 0.213], [0.027, -0.064, -0.051], [-0.060, -0.144, -0.097], [0.042, -0.178, 0.002], [0.013, 0.096, 0.021], [0.007, 0.116, -0.119], [0.163, 0.057, 0.001], [-0.087, -0.082, 0.064]]
}